[1]
{"formula": "C28H49N7", "method": "the ωB97M-V functional and the def2-TZVPD basis", "smiles": "CCCC#N.CCCC#N.CCCC#N.CCCC#N.CCCC#N.CCCC#N.CCCC#N", "energy_ha": -1479.436576, "e_homo_ha": -0.411, "de_lowest_ev": 3.002, "total_charge": 0, "elements": ["C", "C", "C", "C", "N", "H", "H", "H", "H", "H", "H", "H", "C", "C", "C", "C", "N", "H", "H", "H", "H", "H", "H", "H", "C", "C", "C", "C", "N", "H", "H", "H", "H", "H", "H", "H", "C", "C", "C", "C", "N", "H", "H", "H", "H", "H", "H", "H", "C", "C", "C", "C", "N", "H", "H", "H", "H", "H", "H", "H", "C", "C", "C", "C", "N", "H", "H", "H", "H", "H", "H", "H", "C", "C", "C", "C", "N", "H", "H", "H", "H", "H", "H", "H"], "positions_angstrom": [[-4.4974, -0.7116, -3.2297], [-5.2771, -2.0155, -3.7277], [-6.2231, -1.8287, -4.9116], [-5.6749, -1.1089, -6.0777], [-5.2245, -0.4903, -6.9412], [-4.2979, -0.0048, -4.0351], [-3.6166, -0.9054, -2.6176], [-5.1947, -0.2628, -2.5223], [-5.7965, -2.4078, -2.8534], [-4.5025, -2.7356, -3.9915], [-7.2093, -1.4229, -4.6860], [-6.6296, -2.7747, -5.2693], [-1.5015, -4.2587, -2.3056], [-1.2365, -5.2764, -1.1301], [-1.1133, -4.5345, 0.2308], [0.0113, -3.5975, 0.3853], [0.8959, -2.8456, 0.5282], [-1.8678, -4.7709, -3.1953], [-0.5524, -3.8561, -2.6596], [-2.2760, -3.5393, -2.0400], [-0.4243, -6.0028, -1.1031], [-2.1307, -5.8438, -0.8721], [-0.8465, -5.1274, 1.1056], [-2.0247, -3.9736, 0.4373], [2.8970, 1.2319, 5.6788], [2.1266, 0.2347, 6.4639], [0.9411, 0.7886, 7.1887], [1.3099, 1.8161, 8.2061], [1.5852, 2.6165, 8.9876], [3.0994, 2.1278, 6.2658], [2.3452, 1.5097, 4.7808], [3.8496, 0.8041, 5.3664], [2.7774, -0.1338, 7.2569], [1.6857, -0.5320, 5.8269], [0.5907, 0.0117, 7.8682], [0.1868, 1.2669, 6.5639], [5.8806, -2.6829, -3.5265], [5.9041, -2.2849, -2.1111], [4.4802, -2.4114, -1.3963], [3.3198, -1.7015, -1.9444], [2.4783, -1.1284, -2.4421], [5.3712, -3.6438, -3.6002], [6.8469, -3.0842, -3.8318], [5.5304, -1.9526, -4.2559], [6.2660, -1.2586, -2.0488], [6.6659, -2.8426, -1.5664], [4.5016, -2.2138, -0.3246], [4.3043, -3.4839, -1.3139], [-0.0673, 0.1656, 2.1271], [0.8968, 0.5212, 0.9998], [0.2197, 0.5846, -0.3983], [-0.8993, -0.3866, -0.6717], [-1.7456, -1.1152, -0.8199], [-0.7611, 0.9907, 2.2877], [0.5248, 0.1047, 3.0403], [-0.5959, -0.7741, 1.9669], [1.6689, -0.2440, 0.9201], [1.4744, 1.4314, 1.1611], [1.0939, 0.2973, -0.9825], [-0.0381, 1.5990, -0.7028], [-3.3472, 5.1068, 2.8687], [-3.0125, 4.6971, 4.2788], [-2.9244, 3.2044, 4.5606], [-4.1177, 2.3066, 4.4208], [-5.0675, 1.6485, 4.3387], [-2.6711, 4.6660, 2.1361], [-3.2767, 6.1939, 2.9055], [-4.3328, 4.7212, 2.6078], [-3.6485, 5.1988, 5.0081], [-2.0538, 5.2069, 4.3746], [-2.3187, 3.0600, 5.4552], [-2.2720, 2.8565, 3.7596], [1.2624, 3.3822, -4.5824], [2.4528, 2.4362, -4.4609], [3.3083, 2.4288, -3.1650], [3.6789, 3.6599, -2.4810], [3.9971, 4.6471, -1.9390], [1.5658, 4.4278, -4.6336], [0.5151, 3.2758, -3.7960], [0.6945, 3.1532, -5.4842], [3.0437, 2.5727, -5.3666], [1.9777, 1.4794, -4.6775], [4.2612, 1.9057, -3.2450], [2.7806, 1.8317, -2.4213]]}



[2]
{"formula": "C38H53Br2N5O3Zr", "method": "the ωB97M-V functional and the def2-TZVPD basis", "energy_ha": -7173.987794, "e_homo_ha": -0.485, "de_lowest_ev": 0.215, "total_charge": 2, "elements": ["Zr", "C", "C", "N", "O", "C", "C", "N", "O", "H", "H", "H", "H", "H", "H", "H", "Br", "C", "Br", "H", "H", "C", "C", "C", "C", "C", "C", "C", "C", "C", "C", "C", "C", "N", "C", "C", "C", "C", "C", "C", "C", "N", "C", "C", "C", "C", "C", "C", "C", "C", "C", "C", "C", "C", "H", "H", "H", "H", "H", "H", "H", "H", "H", "H", "H", "H", "H", "H", "H", "H", "H", "H", "H", "H", "H", "H", "H", "H", "H", "H", "H", "H", "H", "H", "H", "H", "H", "H", "H", "H", "H", "H", "H", "C", "C", "N", "O", "H", "H", "H", "H", "H"], "positions_angstrom": [[0.0952, -0.6548, 0.3129], [0.4808, 1.1461, 4.7832], [0.5091, 0.5425, 3.4217], [-0.5412, 0.1989, 2.7704], [-1.6929, 0.4509, 3.4676], [1.7827, 0.2136, 2.6830], [3.0812, 0.3510, 3.4164], [1.6890, -0.2001, 1.4910], [3.9152, -0.2999, -0.7984], [-0.3892, 1.7879, 4.9024], [1.3876, 1.7104, 4.9865], [0.4032, 0.3565, 5.5355], [-2.4142, 0.1164, 2.9081], [3.0720, -0.2443, 4.3325], [3.2543, 1.3876, 3.7155], [3.9000, 0.0432, 2.7724], [0.2386, 2.4199, 0.0642], [1.4749, 3.1642, 1.3758], [3.3037, 2.9472, 0.8934], [1.2767, 2.6726, 2.3202], [1.2374, 4.2200, 1.4224], [-1.5956, -3.8607, 2.4552], [-1.8557, -2.7909, 1.3944], [-1.9836, -3.4349, 0.0181], [-3.0368, -1.8882, 1.6929], [-4.0303, -2.3432, 2.5429], [-5.1269, -1.5506, 2.8378], [-5.1890, -0.2751, 2.3241], [-4.2161, 0.2465, 1.4643], [-4.4283, 1.7344, 1.1490], [-5.5314, 1.9759, 0.1105], [-3.1923, 2.5929, 0.8901], [-3.1576, -0.6131, 1.0991], [-2.1383, -0.2194, 0.1432], [-2.5800, 0.3668, -0.9255], [-1.8458, 0.9331, -2.0283], [-2.5763, 1.8649, -2.7959], [-2.0182, 2.5150, -3.8667], [-0.7034, 2.2116, -4.2198], [0.0185, 1.2684, -3.5186], [-0.5210, 0.6064, -2.4072], [0.2148, -0.3821, -1.7364], [1.0852, -1.1471, -2.6121], [2.4611, -0.8685, -2.6911], [3.2305, -1.5770, -3.6102], [2.6673, -2.5475, -4.4203], [1.3093, -2.7935, -4.3438], [0.4950, -2.0997, -3.4544], [-1.0017, -2.3430, -3.4938], [-1.6236, -1.6873, -4.7313], [-1.3433, -3.8338, -3.4578], [3.1163, 0.2276, -1.8691], [5.1445, -0.9005, -1.1684], [3.8810, 1.2269, -2.7250], [-0.6290, -4.3299, 2.2655], [-2.3483, -4.6475, 2.4093], [-1.5871, -3.4426, 3.4615], [-0.9342, -2.1724, 1.4929], [-2.9324, -3.9723, -0.0214], [-1.1799, -4.1462, -0.1598], [-1.9872, -2.7070, -0.7930], [-3.9512, -3.3232, 2.9895], [-5.9021, -1.9130, 3.4986], [-6.0092, 0.3703, 2.6138], [-4.8402, 2.1136, 2.0871], [-5.2453, 1.6751, -0.8980], [-5.7743, 3.0380, 0.0739], [-6.4402, 1.4325, 0.3684], [-2.8401, 2.5547, -0.1410], [-2.3672, 2.3216, 1.5498], [-3.4465, 3.6344, 1.0889], [-3.6578, 0.4790, -1.0064], [-3.6005, 2.0789, -2.5160], [-2.5899, 3.2364, -4.4323], [-0.2442, 2.7074, -5.0650], [1.0185, 1.0153, -3.8403], [4.2831, -1.3506, -3.7172], [3.2794, -3.0860, -5.1312], [0.8660, -3.5252, -5.0074], [-1.4414, -1.8668, -2.6151], [-1.2190, -2.1282, -5.6439], [-1.4237, -0.6149, -4.7605], [-2.7042, -1.8365, -4.7389], [-1.0303, -4.3330, -4.3753], [-2.4213, -3.9751, -3.3669], [-0.8588, -4.3389, -2.6217], [2.3363, 0.7780, -1.3402], [5.7548, -0.2427, -1.7898], [4.9967, -1.8508, -1.6903], [5.6941, -1.0823, -0.2447], [4.6277, 0.7638, -3.3682], [4.3772, 1.9577, -2.0888], [3.1821, 1.7602, -3.3705], [1.8714, -4.7143, -0.2100], [1.9544, -3.2633, 0.1131], [3.0603, -2.7182, 0.5376], [0.9207, -2.5341, -0.0619], [2.8528, -5.1698, -0.3140], [1.3077, -4.8281, -1.1350], [1.3281, -5.2278, 0.5856], [3.9095, -3.2573, 0.5950], [3.0810, -1.6941, 0.6334]]}